[1]
DFT (the ωB97M-V functional and the def2-TZVPD basis) results for an isolated ion of composition H2N2O4P and charge -1 at a distorted geometry.

Structure (XYZ):
```
9
Properties=species:S:1:pos:R:3
N -0.958 -0.218 0.539
P 0.351 0.203 1.724
O 1.472 0.657 0.872
O -0.208 0.919 2.867
N 0.728 -1.530 2.127
O 0.393 -2.026 3.157
O 1.407 -2.160 1.354
H -1.896 -0.020 0.824
H -0.813 0.296 -0.285
```

The SMILES is N[P@@](=O)([O-])[N+](=O)[O-]. Its net charge is -1. The total energy comes out at -753.1098 a.u. Its highest occupied orbital energy is -5.759 eV.

So, what does the natural (NBO) scheme give us? The charges, in e, come out as: -1.200 2.286 -1.136 -1.124 0.273 -0.414 -0.413 0.361 0.368

[2]
DFT (the ωB97M-V functional and the def2-TZVPD basis) results for the molecule H2N2O4S at a distorted geometry.

Structure (XYZ):
```
9
Properties=species:S:1:pos:R:3
N -0.884 0.736 -0.361
S -0.339 -0.565 0.500
O -0.292 -0.384 1.923
O -0.890 -1.745 -0.112
N 1.376 -0.240 -0.283
O 1.517 -0.543 -1.412
O 2.083 0.449 0.380
H -1.773 0.647 -0.730
H -0.798 1.645 0.096
```

The SMILES is NS(=O)(=O)[N+](=O)[O-]. The total energy comes out at -809.7239 a.u. Its highest occupied orbital energy is -11.270 eV.

So, what does the natural (NBO) scheme give us? The charges, in e, come out as: -1.058 2.231 -0.846 -0.867 0.369 -0.312 -0.344 0.411 0.415

[3]
DFT (the ωB97M-V functional and the def2-TZVPD basis) results for a 2-piece molecular cluster, H2N2OS overall at a distorted geometry.

Structure (XYZ):
```
6
Properties=species:S:1:pos:R:3
N -1.965 0.531 2.464
N -1.542 0.519 1.420
S -0.974 0.468 0.027
O 1.414 -0.868 -1.241
H 2.286 -0.499 -1.372
H 0.781 -0.150 -1.299
```

The SMILES is N#[N+][S-].O. The total energy comes out at -584.0983 a.u. Its highest occupied orbital energy is -10.136 eV.

So, what does the natural (NBO) scheme give us? The charges, in e, come out as: 0.029 -0.149 0.120 -0.929 0.471 0.458

[4]
DFT (the ωB97M-V functional and the def2-TZVPD basis) results for a 2-piece molecular cluster, H2N2OS overall at a distorted geometry.

Structure (XYZ):
```
6
Properties=species:S:1:pos:R:3
N 1.706 2.199 1.238
N 1.511 1.530 2.144
S 1.118 0.693 3.302
O 0.100 -0.173 0.082
H 0.627 -0.984 0.376
H 0.665 0.634 -0.073
```

The SMILES is N#[N+][S-].O. The total energy comes out at -584.0947 a.u. Its highest occupied orbital energy is -10.207 eV.

So, what does the natural (NBO) scheme give us? The charges, in e, come out as: -0.030 -0.175 0.210 -0.966 0.482 0.480

Number 1: frontier orbital gap 10.085 eV. Number 2: frontier orbital gap 11.118 eV. Number 3: frontier orbital gap 10.582 eV. Number 4: frontier orbital gap 10.398 eV.